1.
# C5H8N2O

C5H8N2O in the gas phase (wB97M-V/def2-TZVPD, OMol25).

Properties
HOMO-LUMO gap, eV: 9.23
Maximum force, eV Å⁻¹: 9.169
HOMO energy, eV: -8.4
Energy above the lowest of the compared OMol25 structures with the same formula, charge and spin, kJ/mol: 771.2

Each line ends with the Mulliken charge.
CARTESIAN COORDINATES (ANGSTROEM)
O1 2.55975 0.13627 -0.67817  -0.59
C1 1.67703 -0.00232 0.31014  -0.39
C2 0.40305 -0.80427 -0.02382  -0.75
C3 -1.04175 -1.28159 0.08756  -0.39
C4 -1.81393 -0.02442 -0.45091  -0.07
N1 -1.36085 1.12175 -0.40646  -0.41
N2 -0.19762 1.69589 0.00457  -0.25
C5 0.50522 0.52165 0.64803  0.52
H1 2.14830 0.48933 -1.63954  0.36
H2 2.44143 -0.40822 1.00527  0.28
H3 0.40035 -0.63987 -1.01258  0.33
H4 -1.56472 -1.56507 1.10998  0.28
H5 -1.20961 -2.01615 -0.86739  0.23
H6 -2.96603 0.12735 -0.64710  0.31
H7 -0.33317 2.47817 0.79381  0.37
H8 0.35255 0.17150 1.76661  0.17

***

2.
# C5H8N2O

C5H8N2O in the gas phase (wB97M-V/def2-TZVPD, OMol25).

Properties
HOMO-LUMO gap, eV: 9.02
Maximum force, eV Å⁻¹: 4.672
HOMO energy, eV: -8.2
Energy above the lowest of the compared OMol25 structures with the same formula, charge and spin, kJ/mol: 260.8

Each line ends with the Mulliken charge.
CARTESIAN COORDINATES (ANGSTROEM)
H1 -2.50387 2.58854 -0.69985  0.19
N1 -1.91595 1.73450 -1.01257  -0.60
C1 -1.01977 1.47610 -0.03833  0.04
N2 -0.80119 2.16666 1.14003  -0.46
C2 -0.13991 0.19688 -0.36640  0.41
C3 -0.16787 -0.94844 -1.14715  -0.30
C4 0.71937 -2.00751 -0.50742  -0.27
C5 1.49190 -1.23593 0.52377  -0.48
O1 0.82595 0.10983 0.65123  -0.45
H2 -1.23924 3.08167 1.09726  0.24
H3 0.19458 2.17033 1.63184  0.30
H4 -0.92231 -1.00608 -1.94582  0.39
H5 0.16005 -2.99653 -0.05239  0.21
H6 1.52741 -2.53712 -1.11996  0.23
H7 1.23302 -1.67783 1.48329  0.20
H8 2.55783 -1.11506 0.36248  0.34

***

3.
# C5H8N2O

C5H8N2O in the gas phase (wB97M-V/def2-TZVPD, OMol25).

Properties
HOMO-LUMO gap, eV: 9.98
Maximum force, eV Å⁻¹: 4.949
HOMO energy, eV: -9.1
Energy above the lowest of the compared OMol25 structures with the same formula, charge and spin, kJ/mol: 413.2

Each line ends with the Mulliken charge.
CARTESIAN COORDINATES (ANGSTROEM)
O1 -0.44438 2.58886 0.07277  -0.50
C1 -0.51652 1.75543 -0.77192  0.08
N1 -0.56344 0.41517 -0.53135  -0.33
C2 0.82454 -0.15904 -0.69990  -0.04
C3 0.53653 -1.63524 -0.77094  -0.69
N2 -0.37189 -1.93710 0.46913  -0.47
C4 0.04353 -0.99332 1.48004  -0.41
C5 0.24374 0.30747 0.69732  -0.16
H1 -0.79696 1.87336 -1.78588  0.47
H2 1.42301 0.69210 -1.27953  0.34
H3 1.64156 -1.93119 -0.77159  0.29
H4 0.09294 -2.03450 -1.72209  0.36
H5 -0.23632 -2.89782 0.59285  0.22
H6 -0.72788 -1.22166 2.29246  0.28
H7 1.17084 -1.33088 1.66631  0.27
H8 0.74426 1.14137 1.25324  0.29

***

4.
# C5H8N2O

A molecular structure, C5H8N2O (wB97M-V/def2-TZVPD, OMol25).

Properties
HOMO-LUMO gap, eV: 6.46
Maximum force, eV Å⁻¹: 4.620
HOMO energy, eV: -5.7
Energy above the lowest of the compared OMol25 structures with the same formula, charge and spin, kJ/mol: 372.4

Each line ends with the Mulliken charge.
CARTESIAN COORDINATES (ANGSTROEM)
C1 -0.35624 1.83793 -0.32526  -1.20
C2 1.19768 -0.29290 -0.04326  0.57
C3 -0.89155 -0.72004 -0.07214  1.08
C4 -0.07196 0.39254 -0.11822  0.04
N1 2.36464 0.16638 0.45199  -0.42
N2 -2.23807 -0.81748 0.00318  -0.45
C5 -0.00650 -1.85119 -0.08319  -1.39
O1 1.24030 -1.46570 -0.69399  -0.28
H1 3.11855 -0.49709 0.57147  0.26
H2 2.35090 0.97293 1.05974  0.23
H3 -2.82291 -0.00158 -0.11321  0.20
H4 -2.67676 -1.72214 -0.10528  0.26
H5 0.09806 -2.67311 0.61015  0.24
H6 0.03827 2.45219 0.49088  0.29
H7 0.08901 2.19794 -1.25960  0.27
H8 -1.43343 2.02130 -0.37326  0.31

***

5.
# C5H8N2O

C5H8N2O in the gas phase (wB97M-V/def2-TZVPD, OMol25).

Properties
HOMO-LUMO gap, eV: 9.88
Maximum force, eV Å⁻¹: 5.797
HOMO energy, eV: -8.8
Energy above the lowest of the compared OMol25 structures with the same formula, charge and spin, kJ/mol: 619.5

Each line ends with the Mulliken charge.
CARTESIAN COORDINATES (ANGSTROEM)
C1 3.12189 -0.18804 -0.20142  -0.27
N1 2.04609 -0.93281 -0.00291  -0.55
N2 1.03837 -0.09363 0.49413  -0.07
C2 0.70433 1.26200 0.06231  -0.75
C3 -0.29379 0.18549 -0.25648  -0.22
C4 -1.60120 0.20117 0.38822  0.27
C5 -2.39997 -0.97277 0.14944  -0.61
O1 -2.63014 0.35760 -0.59709  -0.44
H1 4.11765 -0.77106 -0.36567  0.21
H2 3.32293 0.83213 -0.21253  0.34
H3 0.58387 1.92239 1.00604  0.21
H4 1.23299 1.49823 -0.78831  0.55
H5 -0.04238 -0.22385 -1.16418  0.50
H6 -1.60544 0.93184 1.28823  0.26
H7 -3.16543 -0.85398 0.99950  0.23
H8 -2.18180 -1.93854 -0.27727  0.33

***

6.
# C5H8N2O

C5H8N2O in the gas phase (wB97M-V/def2-TZVPD, OMol25).

Properties
HOMO-LUMO gap, eV: 10.19
Maximum force, eV Å⁻¹: 5.759
HOMO energy, eV: -9.2
Energy above the lowest of the compared OMol25 structures with the same formula, charge and spin, kJ/mol: 443.8

Each line ends with the Mulliken charge.
CARTESIAN COORDINATES (ANGSTROEM)
C1 -1.93800 -0.03716 0.19906  -0.06
N1 -1.56506 1.18396 0.23931  -0.52
C2 -0.21117 1.34465 -0.36903  -0.57
C3 0.68138 0.10618 -0.15641  0.48
C4 1.70877 -0.10143 0.92730  -0.43
C5 2.21464 0.08230 -0.37651  -0.62
O1 0.06323 -1.10994 -0.52258  -0.35
N2 -1.27828 -1.28064 -0.08046  -0.25
H1 -2.94575 -0.25312 0.43204  0.44
H2 0.28363 2.18578 0.25358  0.30
H3 -0.20430 1.38242 -1.42369  0.34
H4 1.73987 -1.25561 1.21391  0.21
H5 1.87588 0.52024 1.83672  0.25
H6 2.46065 1.13813 -0.54370  0.23
H7 2.68776 -0.74929 -0.82081  0.29
H8 -1.23395 -1.77953 0.77414  0.26

***

7.
# C5H8N2O

A molecular structure, C5H8N2O (wB97M-V/def2-TZVPD, OMol25).

Properties
HOMO-LUMO gap, eV: 9.56
Maximum force, eV Å⁻¹: 4.809
HOMO energy, eV: -8.9
Energy above the lowest of the compared OMol25 structures with the same formula, charge and spin, kJ/mol: 296.8

Each line ends with the Mulliken charge.
CARTESIAN COORDINATES (ANGSTROEM)
C1 1.67415 -1.09282 0.09309  0.15
C2 0.60008 1.08608 -0.51002  -0.84
C3 -0.87579 1.10877 0.07741  -0.79
C4 -0.73713 -0.19952 0.66274  0.12
C5 -1.93154 -1.01702 0.09844  -0.23
H1 2.77339 0.02369 -0.87522  0.25
H2 1.53450 -1.98250 0.75346  0.31
H3 1.15796 1.75588 0.02159  0.41
H4 0.67806 1.34645 -1.58888  0.33
H5 -1.70605 1.14817 -0.64636  0.26
H6 -1.05473 1.82609 0.80976  0.31
H7 -0.65642 -0.34657 1.72430  0.45
H8 -2.69449 -1.51150 0.79451  0.33
N1 2.81349 -0.86178 -0.38174  -0.66
N2 0.54964 -0.22805 0.03898  0.03
O1 -2.12512 -1.05536 -1.07205  -0.43

***

8.
# C5H8N2O

2 unconnected molecules or ions with the total composition C5H8N2O (wB97M-V/def2-TZVPD, OMol25).

Properties
HOMO-LUMO gap, eV: 8.98
Maximum force, eV Å⁻¹: 1.905
HOMO energy, eV: -8.4
Energy above the lowest of the compared OMol25 structures with the same formula, charge and spin, kJ/mol: 234.1

Each line ends with the Mulliken charge.
CARTESIAN COORDINATES (ANGSTROEM)
C1 1.57389 -0.76064 0.57667  -0.99
N1 0.93808 0.22937 -0.27128  -0.07
C2 0.84404 -0.59631 -2.21716  0.04
C3 -0.36418 0.66190 0.02269  0.65
C4 -1.33659 -0.35805 0.42061  -0.08
C5 -0.74196 1.93218 -0.15444  -1.27
N2 -2.44876 -0.02731 0.91267  -0.59
O1 0.67131 -1.72325 -2.06993  -0.21
H1 1.54081 1.01803 -0.47581  0.32
H2 -3.07282 -0.80059 1.13296  0.26
H3 -1.02358 -1.39302 0.24403  0.30
H4 1.45666 -0.53105 1.64392  0.31
H5 2.63614 -0.79729 0.33320  0.33
H6 1.14888 -1.75287 0.38141  0.34
H7 -1.76595 2.20681 0.00666  0.37
H8 -0.05599 2.69207 -0.48622  0.29

***

9.
# C5H8N2O

A molecular structure, C5H8N2O (wB97M-V/def2-TZVPD, OMol25).

Properties
HOMO-LUMO gap, eV: 8.87
Maximum force, eV Å⁻¹: 6.538
HOMO energy, eV: -7.9
Energy above the lowest of the compared OMol25 structures with the same formula, charge and spin, kJ/mol: 662.0

Each line ends with the Mulliken charge.
CARTESIAN COORDINATES (ANGSTROEM)
C1 0.44478 -2.35183 1.56883  -0.52
C2 1.50286 -1.65432 1.01353  -0.04
C3 0.19509 0.08376 -0.20167  0.42
C4 -0.88753 1.96096 -1.05560  -0.45
C5 0.36452 1.14786 -1.23661  -0.22
H1 -0.68520 -1.86029 0.93045  0.25
H2 0.70995 -2.88703 2.56337  0.26
H3 2.67829 -1.52059 1.59061  0.24
H4 -2.36458 1.30680 0.25333  0.21
H5 -1.45891 2.81344 -1.78117  0.27
H6 -0.44113 2.70472 -0.28708  0.21
H7 1.30613 1.76493 -1.07056  0.30
H8 0.01187 0.78938 -2.18739  0.22
N1 -1.01101 0.08777 0.31473  -0.47
N2 -1.72791 1.05426 -0.33883  -0.32
O1 1.21221 -0.77803 -0.04673  -0.35

***

10.
# C5H8N2O

C5H8N2O in the gas phase (wB97M-V/def2-TZVPD, OMol25).

Properties
HOMO-LUMO gap, eV: 9.09
Maximum force, eV Å⁻¹: 6.134
HOMO energy, eV: -8.2
Energy above the lowest of the compared OMol25 structures with the same formula, charge and spin, kJ/mol: 649.2

Each line ends with the Mulliken charge.
CARTESIAN COORDINATES (ANGSTROEM)
C1 -0.31309 -0.49538 -1.59782  0.20
N1 0.85590 -0.85768 -1.18634  -0.64
C2 1.49841 -0.93123 0.17625  -0.43
C3 0.96488 0.29767 0.53257  -0.05
C4 0.50002 0.61769 1.91674  -0.78
C5 -0.53462 0.19220 0.87053  -0.09
O1 -1.36852 1.05415 0.19968  -0.35
N2 -1.42730 0.20376 -1.06451  -0.28
H1 -0.82022 -0.87322 -2.59960  0.29
H2 1.30588 -1.83088 0.72148  0.30
H3 2.53841 -0.70010 0.15361  0.27
H4 1.23779 1.08695 -0.26157  0.29
H5 0.41610 1.61470 2.20851  0.32
H6 0.69229 -0.08471 2.76708  0.22
H7 -0.84073 -0.82001 0.95761  0.46
H8 -2.27516 -0.33417 -1.17819  0.29

***

11.
# C5H8N2O

C5H8N2O in the gas phase (wB97M-V/def2-TZVPD, OMol25).

Properties
HOMO-LUMO gap, eV: 10.01
Maximum force, eV Å⁻¹: 0.710
HOMO energy, eV: -9.1
Energy above the lowest of the compared OMol25 structures with the same formula, charge and spin, kJ/mol: 264.5

Each line ends with the Mulliken charge.
CARTESIAN COORDINATES (ANGSTROEM)
C1 1.38293 0.01546 -1.37015  -1.08
C2 0.49158 0.08387 -0.39562  0.57
C3 -0.59633 1.11112 -0.33730  -1.19
C4 0.50599 -0.91373 0.73951  0.10
N1 0.28353 -0.28635 2.02625  -0.53
C5 -0.72552 -0.84114 2.53031  0.03
O1 -1.33205 -1.80944 1.82545  -0.28
N2 -0.56786 -1.93976 0.61431  -0.32
H1 1.36966 0.70591 -2.19620  0.28
H2 2.16006 -0.72908 -1.37843  0.28
H3 -1.57842 0.64134 -0.26069  0.28
H4 -0.45911 1.73051 0.54922  0.31
H5 -0.58098 1.74201 -1.22141  0.41
H6 1.46928 -1.44126 0.76483  0.37
H7 -1.15595 -0.61166 3.48769  0.43
H8 -1.20900 -1.71789 -0.14795  0.34

***

12.
# C5H8N2O

C5H8N2O in the gas phase (wB97M-V/def2-TZVPD, OMol25).

Properties
HOMO-LUMO gap, eV: 8.82
Maximum force, eV Å⁻¹: 4.756
HOMO energy, eV: -8.5
Energy above the lowest of the compared OMol25 structures with the same formula, charge and spin, kJ/mol: 593.6

Each line ends with the Mulliken charge.
CARTESIAN COORDINATES (ANGSTROEM)
C1 -2.05080 1.28772 0.34180  -0.10
C2 0.16210 1.65152 -0.35633  0.03
C3 -2.60024 0.50162 -0.68633  0.06
C4 1.91600 0.18977 -0.38928  -1.11
C5 -1.69989 -1.46988 0.26492  -0.40
N1 -1.00920 2.05636 0.21271  -0.40
N2 0.55109 0.43711 -0.13418  -0.32
O1 -2.29433 -0.70486 -0.85724  -0.17
H1 -2.76860 1.58519 1.15953  0.29
H2 0.94082 2.45763 -0.81577  0.26
H3 2.38647 -0.44121 0.27917  0.38
H4 2.17695 -0.28447 -1.46417  0.25
H5 2.61471 1.02282 -0.45536  0.34
H6 -1.54269 -2.40570 -0.07466  0.29
H7 -2.33920 -1.63674 1.14315  0.25
H8 -0.88690 -0.82900 0.46020  0.34

***

13.
# C5H8N2O

C5H8N2O in the gas phase (wB97M-V/def2-TZVPD, OMol25).

Properties
HOMO-LUMO gap, eV: 8.67
Maximum force, eV Å⁻¹: 10.247
HOMO energy, eV: -8.7
Energy above the lowest of the compared OMol25 structures with the same formula, charge and spin, kJ/mol: 662.6

Each line ends with the Mulliken charge.
CARTESIAN COORDINATES (ANGSTROEM)
O1 -2.70651 -0.58038 -0.64775  -0.57
C1 -1.28272 -0.49112 -0.58074  0.30
C2 -0.21304 0.62430 -0.97171  0.04
C3 1.15204 -0.02821 -0.92678  -0.57
N1 1.17142 -1.00328 0.03901  -0.40
C4 -0.29127 -1.10960 0.70022  -0.20
C5 -0.48585 0.43899 1.35839  -0.72
N2 -0.44006 1.44715 0.23764  -0.46
H1 -0.30722 1.39139 -1.95256  0.28
H2 1.44957 -0.58760 -1.93097  0.32
H3 1.82536 0.90362 -0.69809  0.24
H4 1.44485 -2.06443 0.09976  0.31
H5 -0.31950 -2.09995 1.23941  0.42
H6 -1.62807 0.54863 1.76046  0.22
H7 0.20811 0.82231 2.01338  0.49
H8 0.42287 1.78819 0.26031  0.28

***

14.
# C5H8N2O

C5H8N2O in the gas phase (wB97M-V/def2-TZVPD, OMol25).

Properties
HOMO-LUMO gap (spin up / spin down), eV: 7.62 / 7.61
Maximum force, eV Å⁻¹: 1.677
HOMO energy (spin up / spin down), eV: -8.0 / -8.0
Energy above the lowest of the compared OMol25 structures with the same formula, charge and spin, kJ/mol: 477.9

Each line ends with the Mulliken charge.
CARTESIAN COORDINATES (ANGSTROEM)
C1 -0.45250 1.34416 1.22492  -1.45
C2 1.18715 -1.43733 0.43768  0.03
C3 0.06479 -0.49875 -0.53702  0.71
C4 -0.91149 0.16648 0.41228  0.69
N1 1.62675 0.04367 -0.35535  -0.46
C5 -0.35804 -0.76769 -1.80496  -1.04
N2 -2.09843 -0.25667 0.54532  -0.69
O1 1.38933 -1.55414 1.58468  -0.34
H1 1.84724 0.91881 0.12399  0.27
H2 2.07162 -0.05020 -1.26096  0.32
H3 -2.27232 -1.08253 -0.03103  0.30
H4 -1.28709 1.71290 1.81642  0.38
H5 0.35256 1.05296 1.90656  0.32
H6 -0.08525 2.14769 0.58130  0.37
H7 -1.35392 -0.49003 -2.11165  0.28
H8 0.27959 -1.24934 -2.53220  0.31

***

15.
# C5H8N2O2

C5H8N2O2 in the gas phase (wB97M-V/def2-TZVPD, OMol25).

Properties
HOMO-LUMO gap, eV: 7.65
Maximum force, eV Å⁻¹: 4.969
HOMO energy, eV: -7.7
Energy above the lowest of the compared OMol25 structures with the same formula, charge and spin, kJ/mol: 574.5

Each line ends with the Mulliken charge.
CARTESIAN COORDINATES (ANGSTROEM)
C1 0.16508 0.20115 1.73208  0.68
C2 -1.23549 0.10407 1.15712  -0.72
C3 -1.13949 -0.83452 -0.08093  -0.55
C4 1.06436 0.74103 0.62063  -0.43
C5 -0.05110 -0.44258 -0.92576  -0.09
N1 3.40961 0.69093 0.28830  -0.84
N2 2.38079 0.64627 0.98710  0.18
O1 0.54603 -0.04426 2.84494  -0.56
O2 -0.54752 0.44064 -1.86688  -0.45
H1 -1.96990 -0.17803 1.86462  0.39
H2 -1.34952 1.19356 0.69357  0.26
H3 -1.16903 -1.84739 0.35621  0.35
H4 -2.01528 -0.64229 -0.60619  0.30
H5 0.80003 1.63054 0.22101  0.51
H6 0.72881 -1.19441 -1.09896  0.38
H7 4.20980 0.81788 0.95929  0.27
H8 -0.00379 0.48815 -2.59131  0.32